This record from the OMol25 dataset describes a molecular structure, C33H93F6NO20S2V. The level of theory is ωB97M-V with the def2-TZVPD basis set.

Element x y z (Å)
V  16.9377  -26.2567  -29.2613
C  17.0172  -31.0633  -32.2251
O  15.6688  -30.7674  -32.1485
H  17.2390  -31.8712  -31.5034
H  17.2518  -31.5447  -33.1939
H  17.7226  -30.2209  -32.1051
C  20.7747  -24.7533  -29.8543
F  21.0831  -25.7210  -30.6949
F  21.9179  -24.1712  -29.5296
F  19.9657  -23.8915  -30.4587
S  19.9257  -25.3640  -28.2337
O  20.9549  -25.6448  -27.2724
O  18.9626  -24.3372  -27.9224
N  18.9479  -26.6753  -28.8868
S  19.8425  -27.9475  -28.4257
O  21.1606  -27.9012  -29.0000
O  19.7632  -28.2378  -27.0122
C  18.7936  -29.3087  -29.2381
F  17.5187  -29.1774  -28.9281
F  18.9644  -29.1652  -30.5424
F  19.1540  -30.5149  -28.8585
C  24.1757  -26.0204  -27.5200
C  24.6666  -25.2823  -26.2936
O  25.2031  -26.2403  -25.3716
H  23.8007  -25.3151  -28.2674
H  23.3855  -26.7189  -27.2548
H  24.9898  -26.5329  -28.0371
H  23.7901  -24.8468  -25.8098
H  25.3764  -24.4831  -26.5108
H  26.1393  -26.3260  -25.5783
C  22.7998  -21.8912  -27.0064
C  21.3942  -21.5849  -27.5561
O  21.0521  -20.2733  -27.1776
H  23.4979  -21.1186  -27.3188
H  23.1318  -22.8629  -27.3769
H  22.6745  -21.9570  -25.9253
H  20.6823  -22.3307  -27.1812
H  21.4263  -21.7728  -28.6364
H  20.4515  -19.9004  -27.8483
C  13.3898  -27.9463  -27.9183
C  13.9952  -27.4456  -29.2203
O  15.3594  -27.8785  -29.3260
H  13.8672  -27.5024  -27.0472
H  13.4879  -29.0321  -27.8634
H  12.3271  -27.7002  -27.9064
H  14.0061  -26.3511  -29.1551
H  13.3775  -27.7261  -30.0736
H  15.2824  -28.8400  -29.4451
C  17.7667  -25.4249  -32.9266
C  18.1740  -26.7267  -32.2041
O  17.1289  -27.1643  -31.3291
H  18.4316  -25.2370  -33.7656
H  17.7457  -24.6160  -32.1927
H  16.7481  -25.4992  -33.3125
H  19.0599  -26.5207  -31.6067
H  18.4164  -27.5340  -32.8948
H  16.4968  -27.6828  -31.8452
C  21.2729  -26.0436  -33.9338
C  21.7724  -24.6532  -33.4977
O  22.2628  -24.0750  -34.7044
H  21.0168  -26.5972  -33.0286
H  21.9971  -26.6158  -34.5067
H  20.3789  -25.8625  -34.5298
H  22.6260  -24.7776  -32.8239
H  20.9618  -24.0472  -33.0860
H  22.5180  -23.1635  -34.5266
C  22.1481  -28.2472  -24.5027
C  23.3242  -28.6646  -23.6417
O  24.4824  -28.7562  -24.4644
H  22.0018  -28.9527  -25.3191
H  22.2919  -27.2747  -24.9811
H  21.2400  -28.1641  -23.8987
H  23.1954  -29.6767  -23.2473
H  23.4844  -28.0600  -22.7417
H  24.6280  -27.8449  -24.7756
C  17.7011  -21.8922  -25.4372
C  17.6990  -20.4340  -25.0423
O  16.7347  -20.1698  -24.0472
H  16.6910  -22.2256  -25.6919
H  18.1273  -22.5524  -24.6803
H  18.2732  -22.1151  -26.3408
H  17.5360  -19.8632  -25.9668
H  18.6971  -20.1002  -24.7426
H  17.1351  -19.5135  -23.4718
C  17.4088  -25.6491  -25.0704
C  16.4059  -25.3967  -26.1971
O  16.5917  -26.5169  -27.0815
H  17.3177  -26.6567  -24.6692
H  17.1191  -24.9152  -24.3130
H  18.4183  -25.4372  -25.4144
H  16.6365  -24.4443  -26.6756
H  15.3518  -25.3521  -25.9147
H  16.3813  -27.3100  -26.5569
C  15.9852  -31.3500  -25.3416
C  16.2475  -30.1173  -26.1924
O  15.6255  -29.0114  -25.5267
H  14.9170  -31.5636  -25.3975
H  16.2592  -31.1876  -24.2961
H  16.5263  -32.2462  -25.6455
H  15.8697  -30.2970  -27.1987
H  17.3215  -29.9364  -26.2997
H  15.8444  -29.1288  -24.5969
C  17.0951  -32.7044  -28.7131
C  16.2512  -33.8403  -28.1896
O  16.0200  -34.6996  -29.3253
H  18.0417  -33.0550  -29.1171
H  17.3122  -32.0500  -27.8588
H  16.5641  -32.0579  -29.4135
H  15.2752  -33.5108  -27.8257
H  16.8045  -34.3334  -27.3860
H  16.0632  -35.6091  -29.0158
C  21.1420  -34.7644  -30.6157
C  21.4093  -33.2812  -30.7301
O  21.0933  -32.8523  -32.0679
H  20.0674  -34.9371  -30.5666
H  21.5449  -35.2681  -29.7335
H  21.6403  -35.2371  -31.4644
H  22.4403  -32.9528  -30.5738
H  20.7681  -32.6768  -30.0884
H  21.5346  -33.4454  -32.6827
C  17.9793  -21.3904  -29.2076
C  18.3279  -20.0284  -29.7734
O  19.0313  -19.2999  -28.7885
H  17.5142  -21.3792  -28.2220
H  18.8562  -22.0079  -29.0016
H  17.3675  -21.9349  -29.9292
H  17.3995  -19.5175  -30.0549
H  18.9352  -20.0717  -30.6845
H  19.2151  -18.4276  -29.1542
C  24.0697  -28.3624  -32.3650
C  22.9620  -28.6203  -31.3244
O  22.8522  -30.0117  -31.0718
H  23.9574  -28.9998  -33.2447
H  25.0385  -28.6382  -31.9479
H  24.0640  -27.3282  -32.7161
H  21.9727  -28.3297  -31.6892
H  23.2156  -28.0329  -30.4432
H  22.1703  -30.3467  -31.6624
C  20.7517  -23.7921  -24.2473
C  21.8684  -24.2966  -23.3502
O  21.9887  -23.5668  -22.1364
H  20.7855  -24.2212  -25.2524
H  20.7130  -22.7104  -24.3846
H  19.7934  -24.1165  -23.8320
H  22.8433  -24.2789  -23.8364
H  21.6716  -25.3422  -23.0925
H  21.2321  -23.7868  -21.5855
C  24.4401  -23.0171  -30.9417
C  25.3732  -22.7401  -32.1197
O  26.5845  -23.4658  -31.9866
H  24.6373  -22.3210  -30.1265
H  24.4611  -24.0546  -30.6169
H  23.4491  -22.7531  -31.3204
H  25.5150  -21.6586  -32.2162
H  24.8520  -23.0287  -33.0396
H  26.9373  -23.5791  -32.8737

Calculated total energy in Eh: -5211.9044
E_HOMO (alpha / beta) in eV: -5.1 / -5.1
Energy above the lowest of the compared OMol25 structures with the same formula, charge and spin in eV: 5.4714
Multiplicity: 4
Gap between HOMO and LUMO (alpha / beta) in eV: 3.52 / 3.14
LUMO energy (alpha / beta) in eV: -1.59 / -1.97

Löwdin population analysis, charges in e, atoms 1 to 6:
1 V 1.085
2 C -0.445
3 O -0.461
4 H 0.028
5 H 0.042
6 H 0.013